(1)
{
  "formula": "C2H6O5PS",
  "method": "ωB97M-V/def2-TZVPD",
  "species": ["C", "C", "O", "O", "O", "O", "O", "P", "S", "H", "H", "H", "H", "H", "H"],
  "positions_angstrom": [[1.806, 1.093, 1.047], [0.173, -1.399, -1.047], [-0.901, 1.450, -1.530], [-2.425, 1.884, 0.396], [-2.604, -1.413, -0.583], [-1.178, -1.893, 1.235], [2.245, 0.461, 0.083], [-1.254, 1.160, -0.140], [-1.340, -1.142, 0.002], [2.090, 0.729, 2.193], [0.215, 1.188, 0.815], [1.908, 2.319, 1.128], [1.099, -1.181, -0.596], [0.251, -2.513, -1.089], [-0.087, -0.741, -1.914]],
  "charge": -1,
  "homo_energy_ha": -0.195,
  "e_tot_ha": -1195.54234,
  "fmax_ev_per_a": 4.0,
  "relative_energy_ev": 2.048,
  "multiplicity": 1,
  "orbital_gap_ev": 8.127,
  "lumo_ev": 2.82
}

=====

(2)
{
  "formula": "C42H72BrIrN2O8P2SbSi3",
  "method": "ωB97M-V/def2-TZVPD",
  "species": ["Ir", "C", "C", "C", "O", "P", "O", "C", "P", "O", "O", "C", "C", "C", "O", "C", "C", "C", "O", "C", "C", "C", "H", "H", "H", "H", "H", "H", "H", "H", "H", "H", "H", "H", "H", "H", "H", "H", "H", "H", "H", "H", "H", "H", "H", "H", "H", "H", "H", "H", "H", "H", "C", "Sb", "C", "C", "C", "C", "C", "C", "N", "Si", "C", "C", "C", "C", "C", "C", "C", "C", "C", "N", "Si", "C", "C", "C", "Si", "C", "C", "C", "H", "H", "H", "H", "H", "H", "H", "H", "H", "H", "H", "H", "H", "H", "H", "H", "H", "H", "H", "H", "H", "H", "H", "H", "H", "H", "H", "H", "H", "H", "H", "H", "H", "H", "H", "H", "H", "H", "Br", "C", "C", "C", "C", "C", "C", "C", "O", "O", "H", "H", "H", "H"],
  "positions_angstrom": [[0.210, -0.290, 0.064], [-3.303, 5.300, 0.820], [-2.907, 3.974, 0.208], [-2.501, 4.103, -1.246], [-1.859, 3.406, 1.070], [-0.372, 3.078, 0.704], [-0.195, 1.921, -0.214], [0.370, 2.817, 2.317], [0.059, 1.215, 3.060], [0.415, 0.057, 2.183], [-1.464, 1.169, 3.425], [-2.071, 1.904, 4.538], [-2.169, 0.972, 5.725], [-3.417, 2.393, 4.053], [0.804, 1.282, 4.430], [1.953, 0.517, 4.937], [3.120, 0.637, 3.985], [1.505, -0.897, 5.227], [0.177, 4.436, 0.152], [1.454, 4.604, -0.558], [2.054, 5.896, -0.057], [1.161, 4.612, -2.043], [-4.131, 5.733, 0.258], [-2.461, 5.992, 0.786], [-3.617, 5.177, 1.856], [-3.721, 3.253, 0.299], [-1.747, 4.878, -1.375], [-3.383, 4.388, -1.820], [-2.121, 3.166, -1.648], [0.022, 3.600, 2.994], [1.451, 2.903, 2.183], [-1.424, 2.751, 4.780], [-2.778, 0.105, 5.467], [-2.639, 1.491, 6.561], [-1.183, 0.633, 6.038], [-4.056, 1.544, 3.805], [-3.303, 3.020, 3.171], [-3.905, 2.971, 4.838], [2.180, 1.035, 5.868], [2.883, 0.187, 3.024], [3.984, 0.117, 4.399], [3.393, 1.682, 3.831], [1.214, -1.399, 4.307], [0.660, -0.897, 5.916], [2.322, -1.454, 5.687], [2.089, 3.756, -0.303], [1.400, 6.737, -0.291], [3.018, 6.064, -0.537], [2.208, 5.863, 1.022], [0.479, 5.427, -2.291], [0.710, 3.670, -2.356], [2.087, 4.760, -2.600], [-2.931, -3.514, -0.733], [-0.883, -3.437, -1.374], [0.053, -2.339, 0.317], [-1.096, -2.150, 1.214], [-1.570, -2.905, 2.281], [-2.703, -2.460, 2.940], [-3.305, -1.263, 2.561], [-2.733, -0.524, 1.543], [-1.674, -0.970, 0.874], [1.555, -3.415, 0.708], [2.564, -2.797, 2.151], [1.036, -5.169, 1.165], [2.542, -3.508, -0.885], [-1.116, -1.965, -2.999], [0.071, -1.053, -3.068], [0.727, -0.886, -4.297], [1.665, 0.092, -4.519], [1.944, 0.965, -3.484], [1.332, 0.741, -2.278], [0.456, -0.265, -2.023], [-2.636, -0.796, -3.155], [-3.188, 0.177, -1.655], [-2.187, 0.510, -4.427], [-4.197, -1.690, -3.687], [-1.202, -3.251, -4.457], [-2.519, -4.551, -4.128], [0.401, -4.226, -4.595], [-1.609, -2.536, -6.151], [-2.997, -4.129, 0.163], [-3.500, -4.001, -1.525], [-3.351, -2.534, -0.530], [-1.066, -3.818, 2.567], [-3.116, -3.038, 3.758], [-4.188, -0.894, 3.062], [-3.122, 0.444, 1.254], [2.030, -3.001, 3.081], [2.770, -1.731, 2.086], [3.518, -3.329, 2.203], [0.782, -5.252, 2.225], [1.874, -5.846, 0.984], [0.193, -5.549, 0.584], [2.646, -2.530, -1.359], [2.053, -4.180, -1.594], [3.540, -3.916, -0.702], [0.458, -1.525, -5.119], [2.138, 0.188, -5.487], [2.633, 1.791, -3.585], [1.539, 1.401, -1.453], [-2.388, 0.694, -1.127], [-3.740, -0.447, -0.954], [-3.889, 0.922, -2.048], [-1.389, 1.164, -4.067], [-3.065, 1.136, -4.613], [-1.872, 0.092, -5.383], [-4.545, -2.378, -2.914], [-4.136, -2.235, -4.626], [-4.968, -0.923, -3.805], [-2.236, -5.236, -3.327], [-2.585, -5.150, -5.041], [-3.516, -4.165, -3.922], [0.480, -4.945, -3.778], [1.319, -3.639, -4.608], [0.361, -4.797, -5.527], [-2.607, -2.102, -6.201], [-1.585, -3.371, -6.857], [-0.908, -1.787, -6.519], [8.975, -0.673, 1.206], [7.145, -0.276, 0.957], [6.659, 0.963, 1.347], [5.316, 1.245, 1.164], [4.463, 0.301, 0.601], [4.971, -0.934, 0.214], [6.314, -1.228, 0.387], [3.010, 0.644, 0.456], [2.612, 1.768, 0.763], [2.258, -0.312, 0.020], [7.325, 1.692, 1.787], [4.913, 2.205, 1.458], [4.310, -1.668, -0.221], [6.713, -2.186, 0.085]],
  "charge": 1,
  "homo_energy_ha": -0.361,
  "e_tot_ha": -6825.00612,
  "fmax_ev_per_a": 0.4,
  "relative_energy_ev": 0.000,
  "multiplicity": 1,
  "orbital_gap_ev": 7.895,
  "lumo_ev": -1.94
}